Record 1
Entry from the Open Molecules 2025 dataset: a structure of composition C28H32N3O12TeY in a non-equilibrium geometry (ωB97M-V/def2-TZVPD).

```
77
Properties=species:S:1:pos:R:3:forces:R:3
Y 11.107105 11.486611 10.945335 0.6 0.6 -0.2
C 12.389523 8.641783 9.844095 -0.2 0.0 -1.0
C 11.600072 8.148722 11.043256 0.0 -0.1 0.4
O 11.229421 9.212498 11.955169 -0.2 0.0 -0.7
C 11.906256 9.192343 13.231652 -0.1 0.1 -0.7
C 13.267740 9.781549 13.014118 0.7 0.2 0.9
O 13.113493 11.034720 12.360931 -0.7 0.2 -0.7
C 14.292479 11.852342 12.313185 0.0 0.8 -0.7
C 14.502996 12.289716 10.850060 1.1 -0.1 0.6
O 13.278576 12.601679 10.273123 -1.6 -0.5 -0.1
C 13.361723 13.197474 8.981454 -0.8 0.9 0.9
C 11.937339 13.447763 8.495822 0.7 -0.9 -1.3
O 11.143222 12.251601 8.647685 -0.4 -0.2 0.8
C 11.107318 11.322579 7.569004 0.8 -0.2 -0.6
C 12.029893 10.162289 7.907628 0.2 0.4 1.0
O 11.672255 9.777137 9.281844 -0.1 -0.2 0.2
H 12.413308 7.886788 9.053491 -0.1 -0.3 0.3
H 13.443378 8.887662 10.009714 -0.1 0.3 0.4
H 12.113454 7.397240 11.634045 0.5 -0.1 -0.2
H 10.695364 7.647529 10.726993 -0.4 0.2 -0.2
H 11.961748 8.182637 13.650163 -0.1 0.1 -0.1
H 11.291915 9.826873 13.875254 0.2 -0.1 0.0
H 14.038878 9.178247 12.511372 -0.6 -0.1 -0.2
H 13.661407 9.992581 13.987669 0.4 0.0 0.8
H 15.153922 11.267594 12.629513 0.1 0.1 0.2
H 14.149116 12.737272 12.966613 0.1 -0.6 -0.3
H 14.980378 11.509439 10.251774 0.1 -0.2 0.1
H 15.152463 13.172438 10.805620 0.0 -0.1 0.2
H 13.899283 12.575521 8.295885 0.3 -0.7 -0.4
H 13.925072 14.115863 9.096965 -0.1 0.5 -0.2
H 12.012333 13.600797 7.424422 -0.1 0.5 -0.2
H 11.366959 14.231251 8.942174 0.1 0.6 0.5
H 11.478729 11.800527 6.669212 0.3 0.2 -0.2
H 10.089451 11.066831 7.294170 -0.2 -0.3 0.7
H 13.063369 10.535678 7.999213 -0.2 -0.3 -0.4
H 11.962276 9.333070 7.189143 -0.1 0.1 0.4
Te 7.986494 11.780242 10.842026 -0.4 -0.2 -1.6
C 7.421551 11.547369 8.774788 -0.8 -0.8 0.0
C 6.456512 10.699059 8.181358 0.7 0.9 1.0
C 6.252492 10.795877 6.801577 -0.7 -1.4 -0.1
C 7.065265 11.589972 5.997208 0.4 1.3 0.2
C 8.038782 12.416824 6.602583 -1.8 -1.1 -0.3
C 8.133255 12.404448 7.977468 0.7 0.5 -0.3
C 7.308284 10.059640 11.781978 -0.3 0.5 0.9
C 7.630300 8.740881 11.506481 1.0 0.3 -0.8
C 7.191283 7.757694 12.358401 0.7 -0.7 -0.7
C 6.415745 8.043638 13.447658 -1.0 0.6 1.7
C 6.087830 9.359639 13.803667 1.7 0.1 -2.5
C 6.602803 10.387994 12.931919 -1.5 -1.5 1.7
H 5.863011 10.066538 8.844550 0.0 0.0 -0.5
H 5.446034 10.134585 6.395602 0.8 0.9 0.1
H 6.906529 11.792007 4.932774 -0.2 -0.8 0.3
H 8.591619 13.088453 5.980589 0.4 0.4 -0.1
H 8.825876 13.079022 8.426995 0.5 0.5 0.3
H 8.316290 8.511646 10.671213 -0.6 0.0 0.4
H 7.533952 6.748675 12.170149 -0.3 -0.1 0.0
H 6.072276 7.242332 14.101340 0.1 0.1 -0.2
H 5.497654 9.564067 14.669061 -0.2 0.3 0.3
H 6.373515 11.399298 13.230224 0.1 0.2 -0.3
O 9.973215 18.343518 15.162712 -0.1 -0.5 0.3
N 9.530118 17.216369 15.278300 -1.0 0.6 0.4
O 8.795775 16.798100 16.165818 0.8 0.5 -0.5
C 9.847315 16.284132 14.211205 0.2 -0.3 -0.8
C 10.530331 16.737366 13.054019 0.0 0.4 0.6
C 10.913948 15.835243 12.112276 -0.1 -0.6 0.5
C 10.565858 14.458369 12.197866 0.6 -0.1 0.7
O 10.916024 13.684004 11.242825 0.0 -1.0 -0.4
C 9.923005 14.060852 13.410027 -0.8 -0.4 -0.2
C 9.488682 14.974803 14.367210 0.4 0.0 -0.1
N 9.530554 12.678574 13.675241 -1.4 2.0 1.3
O 10.035312 11.816055 12.941515 0.2 -1.3 0.5
O 8.713654 12.443061 14.569719 1.9 -0.2 -2.0
N 11.774314 16.204041 10.969090 -1.7 1.0 -0.9
O 11.196971 16.841242 10.082639 1.0 -0.8 0.9
O 12.927045 15.848011 10.970230 0.1 -0.1 0.0
H 10.759753 17.794277 12.935066 0.0 -0.2 0.2
H 8.911996 14.595148 15.200998 0.2 0.4 0.1
```
Forces are in eV/Å.

Output
- ΔE to the lowest compared entry with this formula, charge and spin: 5.5 kcal per mole
- Kohn-Sham gap: 6.83 eV
- Net charge: +2
- LUMO level: -6.7 eV
- Highest occupied orbital energy: -13.54 eV



Record 2
Entry from the Open Molecules 2025 dataset: a cluster of 2 separate species, C28H32N3O2 in total in a non-equilibrium geometry (ωB97M-V/def2-TZVPD).

```
65
Properties=species:S:1:pos:R:3:forces:R:3
C 0.242797 -4.345246 -3.767034 -0.1 0.0 -0.5
C 1.164627 -4.150570 -2.588921 -0.2 0.2 0.1
O 1.309920 -2.718065 -2.374733 0.0 -0.3 0.1
C 2.292984 -2.395377 -1.479290 0.4 -0.7 0.2
C 2.519326 -0.980733 -1.413706 -0.1 -0.6 -0.6
N 3.745838 -0.469122 -1.023163 0.4 0.3 0.6
C 4.671412 -1.219635 -0.320730 -0.3 0.5 -0.1
C 5.740889 -0.620691 0.316782 -0.2 0.3 -0.2
C 5.939661 0.757610 0.227419 -0.3 -0.2 0.0
C 5.089142 1.482381 -0.617962 0.1 -0.1 0.1
C 4.037242 0.863948 -1.259577 -0.1 -0.6 0.4
O 2.874091 -3.300473 -0.869021 -0.2 0.9 -0.4
H -0.221192 -5.336330 -3.748780 0.1 0.1 0.1
H -0.557282 -3.598879 -3.786164 0.1 -0.1 0.0
H 0.812769 -4.269463 -4.698948 -0.2 0.1 0.1
H 0.757467 -4.620280 -1.686121 0.2 0.2 -0.1
H 2.140116 -4.591619 -2.814751 -0.1 0.1 0.3
H 1.892806 -0.342302 -2.028321 0.4 0.0 0.0
H 4.442514 -2.270754 -0.237153 -0.1 0.1 0.0
H 6.376914 -1.271181 0.913779 -0.1 0.3 -0.1
H 6.698486 1.247968 0.830482 0.0 -0.1 -0.3
H 5.223391 2.554037 -0.759052 0.0 -0.3 0.0
H 3.330396 1.366913 -1.916244 0.3 0.0 0.2
C -6.162123 -3.028396 0.478895 -0.3 0.0 0.2
N -5.050273 -2.783201 -0.405241 0.5 0.9 0.4
C -4.744089 -3.714425 -1.474296 0.4 -0.4 -0.4
C -3.472317 -3.119792 -2.134950 -0.1 -0.5 -0.8
C -3.080511 -1.989839 -1.243115 0.8 0.8 0.1
C -4.093452 -1.829834 -0.261285 -0.4 -0.8 -0.1
C -4.026709 -0.774561 0.665080 0.3 0.5 0.1
C -2.939027 0.075808 0.610902 -0.2 -0.4 0.1
C -1.805458 -0.168634 -0.238621 0.1 0.3 -0.1
C -0.577911 0.534733 -0.152050 -1.1 0.2 0.2
C -0.247779 1.570638 0.766347 0.2 -0.1 0.6
C 0.716931 2.566817 0.402526 0.1 0.3 0.3
C 0.951280 3.644364 1.227917 -0.4 -1.0 -0.2
C 0.261643 3.770258 2.459912 0.3 0.4 0.1
N 0.652766 4.894192 3.113440 -0.6 -0.6 -0.1
C 0.220245 5.300396 4.426893 -0.1 0.0 0.4
C 1.700936 5.608134 2.411264 0.4 0.1 -0.4
C 1.877414 4.806645 1.092192 0.5 0.7 -0.4
C -0.643330 2.780974 2.880112 0.0 -0.2 0.0
C -0.835670 1.680568 2.068944 -0.2 0.4 -0.5
C -1.969168 -1.177817 -1.249097 -0.5 -0.6 0.1
H -6.300386 -2.181859 1.158595 0.0 -0.2 -0.2
H -7.083541 -3.169966 -0.103105 0.2 0.1 0.1
H -6.013720 -3.939755 1.081275 0.1 0.3 -0.2
H -4.550034 -4.722034 -1.071285 -0.1 0.3 0.0
H -5.583449 -3.793923 -2.181645 0.2 0.1 0.3
H -2.675956 -3.869923 -2.238695 -0.2 0.2 0.0
H -3.720347 -2.754434 -3.143636 0.2 -0.1 0.3
H -4.817504 -0.630970 1.395376 0.1 0.2 -0.2
H -2.948597 0.961267 1.237703 -0.1 -0.2 -0.1
H 0.169521 0.286982 -0.903507 -0.1 0.1 0.0
H 1.231481 2.491048 -0.558582 -0.1 0.0 0.3
H -0.785590 4.913684 4.629003 0.2 0.2 -0.1
H 0.887797 4.931204 5.223085 -0.1 0.0 -0.3
H 0.212699 6.396998 4.488306 -0.1 -0.3 -0.1
H 1.403712 6.650905 2.226296 0.1 -0.3 0.1
H 2.633327 5.624956 2.997958 -0.3 0.0 -0.1
H 2.920966 4.488782 0.955239 -0.3 0.1 0.0
H 1.603585 5.435982 0.234261 0.1 -0.2 0.1
H -1.167286 2.884447 3.825487 0.2 -0.2 -0.1
H -1.472597 0.874472 2.421052 0.3 0.2 0.0
H -1.201794 -1.297029 -2.017740 -0.1 -0.1 0.3
```
Forces are in eV/Å.

Output
- ΔE to the lowest compared entry with this formula, charge and spin: 0.7 kcal per mole
- Kohn-Sham gap: 5.21 eV
- Net charge: +1
- LUMO level: -4.1 eV
- Highest occupied orbital energy: -9.32 eV



Record 3
Entry from the Open Molecules 2025 dataset: a structure of composition C28H32N3O3PRhS in a non-equilibrium geometry (ωB97M-V/def2-TZVPD).

```
69
Properties=species:S:1:pos:R:3:forces:R:3
Rh -1.268630 0.296716 0.766620 -1.0 1.4 1.7
N -2.334895 0.115684 2.859373 -0.1 -0.9 -0.6
C -2.689600 1.399333 3.470306 0.2 0.2 -0.1
C -1.671988 2.431212 3.015219 -0.2 0.0 0.2
N -1.515501 2.408140 1.556762 1.0 -0.7 -0.3
C -2.562564 3.104241 0.791662 -0.1 0.2 -0.1
C -3.690521 2.183607 0.395206 -0.1 0.1 0.1
N -3.109777 0.999956 -0.234295 0.5 -0.5 0.0
H -3.124607 -0.517474 2.787652 -0.1 0.0 0.2
H -1.639879 -0.351680 3.433064 -0.1 -0.1 0.0
H -2.676292 1.353683 4.560443 -0.1 -0.1 0.0
H -3.695908 1.682375 3.171442 0.0 0.0 0.0
H -0.703357 2.187645 3.452438 0.0 0.0 0.0
H -1.967934 3.423022 3.368301 0.1 0.0 0.0
H -0.624929 2.832090 1.318827 0.0 0.1 0.0
H -2.098488 3.489310 -0.117007 0.0 0.0 0.0
H -2.960584 3.953096 1.353740 0.1 0.0 0.0
H -4.366919 2.725527 -0.268230 0.0 -0.1 -0.1
H -4.272227 1.869166 1.258907 0.0 0.0 0.0
H -2.810164 1.193913 -1.187454 0.1 -0.1 0.0
H -3.759616 0.221177 -0.270921 0.0 0.0 -0.1
O -0.590321 -2.732509 -1.481416 -0.3 -0.1 -0.1
C -0.689523 -2.254836 -0.384355 0.2 -0.1 -0.1
O -1.711373 -1.543024 0.055718 0.2 0.5 0.0
C 0.408149 -2.478438 0.653903 -0.2 0.1 0.1
P 0.536602 -0.967895 1.655892 0.3 0.7 -0.6
C 2.266125 -0.459783 1.438865 0.0 0.3 0.1
C 3.209154 -0.541217 2.462112 0.0 0.0 0.0
C 4.518452 -0.143780 2.229716 0.0 0.0 0.0
C 4.892964 0.333256 0.983102 0.0 0.0 0.0
C 3.959242 0.403293 -0.042602 0.0 0.0 0.0
C 2.649833 0.011518 0.181690 0.0 0.0 0.0
C 0.377955 -1.362852 3.413919 -0.2 0.2 0.1
C -0.024371 -2.600212 3.904009 0.0 0.0 0.0
C -0.163098 -2.794539 5.273968 0.0 0.0 0.0
C 0.086348 -1.757574 6.158757 0.0 0.0 0.0
C 0.457291 -0.506693 5.675987 0.0 0.0 0.0
C 0.591885 -0.308429 4.312335 0.0 -0.1 0.0
H 1.349507 -2.706712 0.162807 0.1 0.0 0.1
H 0.119200 -3.331183 1.267172 0.0 -0.1 0.0
H 2.937734 -0.924688 3.436574 0.0 0.0 0.0
H 5.248311 -0.216802 3.025210 0.0 0.0 0.0
H 5.913433 0.648570 0.808978 0.0 0.0 0.0
H 4.251194 0.763175 -1.020282 0.0 0.0 0.0
H 1.920371 0.079586 -0.613002 0.0 0.0 0.0
H -0.228464 -3.425195 3.235546 0.0 0.0 0.0
H -0.465434 -3.763825 5.647294 0.0 0.0 0.0
H -0.011484 -1.921839 7.223724 0.0 0.0 0.0
H 0.648143 0.306270 6.364614 0.0 0.0 0.0
H 0.888053 0.663587 3.931207 0.1 0.0 0.0
C 1.793395 -1.989189 -7.468241 0.0 -0.2 0.0
C 0.670425 -1.397304 -8.272303 0.0 0.4 0.2
O 0.097874 -1.928700 -9.171778 0.1 -0.1 -0.1
S 0.292811 0.376007 -7.943590 -0.2 -0.2 -0.1
C 0.236119 0.458834 -6.179576 0.1 0.0 0.0
C -0.355456 -0.540690 -5.411330 -0.1 0.0 0.0
C -0.430733 -0.418543 -4.034191 0.0 -0.1 0.0
C 0.049977 0.732860 -3.408112 0.1 0.1 0.1
C 0.634491 1.737653 -4.178956 0.0 0.1 0.0
C 0.730454 1.600091 -5.553036 0.1 0.0 0.0
C -0.105093 0.878323 -1.985686 0.2 0.4 -0.4
C -0.264494 1.038571 -0.790193 -0.7 -1.5 0.0
H 1.769298 -3.074159 -7.552773 0.0 0.0 0.0
H 1.763094 -1.687753 -6.423580 0.0 0.0 -0.1
H 2.726058 -1.620727 -7.899734 0.0 0.0 0.0
H -0.776476 -1.413342 -5.895855 0.0 0.0 0.0
H -0.855766 -1.214538 -3.434503 0.0 0.0 0.0
H 1.025534 2.621064 -3.690280 0.0 0.0 0.0
H 1.196975 2.373584 -6.149785 0.0 0.0 0.0
```
Forces are in eV/Å.

Output
- ΔE to the lowest compared entry with this formula, charge and spin: 15.4 kcal per mole
- Kohn-Sham gap: 6.96 eV
- Net charge: +1
- LUMO level: -3.1 eV
- Highest occupied orbital energy: -10.04 eV